No. 1
# C22H34N3O

A gas-phase ion, C22H34N3O (charge +1) (the ωB97M-V functional and the def2-TZVPD basis, OMol25).

For the frontier orbital gap, the calculation gives 0.2650 Eh. The calculation puts the energy above the lowest of the compared OMol25 structures with the same formula, charge and spin at 23.4 kcal per mole. As for the charge: +1. The LUMO energy is -2.486 eV. Its SMILES is O=C(C[NH2+]CCC1=CCCCC1)Nc1ccc(N2CCCCCC2)cc1.

Last column: Mulliken charge in e.
Atoms and positions in Å:
O (0.527, 0.509, -3.315)  -0.72
C (1.293, 1.072, -2.522)  0.89
C (2.718, 1.339, -3.079)  -1.07
N (2.687, 0.710, -4.405)  -0.01
C (3.585, -0.447, -4.628)  -0.81
C (3.118, -1.692, -3.873)  -1.50
C (3.221, -1.620, -2.368)  0.83
C (2.145, -1.706, -1.596)  -0.26
C (2.172, -1.712, -0.101)  -0.38
C (3.579, -1.931, 0.449)  -0.92
C (4.584, -1.093, -0.331)  -0.60
C (4.609, -1.550, -1.788)  -0.52
N (1.051, 1.465, -1.288)  0.19
C (-0.136, 1.341, -0.533)  0.62
C (-1.294, 0.741, -1.016)  -0.98
C (-2.417, 0.664, -0.228)  -1.13
C (-2.455, 1.182, 1.083)  1.76
N (-3.584, 1.171, 1.840)  0.04
C (-3.635, 1.858, 3.114)  -1.45
C (-3.084, 1.000, 4.262)  -0.45
C (-4.141, 0.129, 4.949)  -0.82
C (-5.230, -0.434, 4.026)  -0.62
C (-4.747, -0.876, 2.644)  -0.75
C (-4.688, 0.265, 1.617)  -0.65
C (-1.259, 1.767, 1.552)  -0.38
C (-0.136, 1.846, 0.764)  -1.28
H (2.907, 2.412, -3.142)  0.53
H (3.467, 0.873, -2.440)  0.01
H (2.799, 1.391, -5.155)  0.37
H (1.611, 0.379, -4.366)  0.44
H (4.602, -0.169, -4.341)  0.41
H (3.581, -0.664, -5.698)  0.42
H (2.086, -1.908, -4.153)  0.36
H (3.736, -2.523, -4.220)  0.49
H (1.162, -1.784, -2.041)  0.29
H (1.764, -0.763, 0.265)  0.05
H (1.502, -2.495, 0.261)  0.39
H (3.847, -2.984, 0.351)  0.34
H (3.610, -1.675, 1.508)  0.39
H (4.301, -0.037, -0.272)  0.18
H (5.579, -1.194, 0.103)  0.37
H (5.054, -2.549, -1.842)  0.46
H (5.254, -0.892, -2.377)  0.28
H (1.802, 1.923, -0.785)  0.23
H (-1.320, 0.344, -2.017)  0.49
H (-3.291, 0.210, -0.664)  0.26
H (-3.083, 2.796, 3.030)  0.53
H (-4.677, 2.117, 3.311)  0.55
H (-2.291, 0.366, 3.859)  0.42
H (-2.630, 1.647, 5.014)  0.43
H (-4.634, 0.711, 5.729)  0.32
H (-3.626, -0.698, 5.442)  0.34
H (-5.679, -1.289, 4.533)  0.36
H (-6.024, 0.304, 3.896)  0.30
H (-3.768, -1.353, 2.718)  0.31
H (-5.447, -1.618, 2.255)  0.43
H (-5.621, 0.838, 1.665)  0.38
H (-4.619, -0.170, 0.624)  0.21
H (-1.195, 2.157, 2.553)  0.34
H (0.759, 2.303, 1.165)  0.33

---

No. 2
# C31H48N2O6Se2SiV

A molecular structure, C31H48N2O6Se2SiV (the ωB97M-V functional and the def2-TZVPD basis, OMol25).

For the frontier orbital gap (spin up / spin down), the calculation gives 0.3017 / 0.3205 Eh. The calculation puts the energy above the lowest of the compared OMol25 structures with the same formula, charge and spin at 0.3 kcal per mole. As for the charge: +1. The LUMO energy (spin up / spin down) is -3.393 / -2.883 eV. The multiplicity is 3.

Last column: Mulliken charge in e.
Atoms and positions in Å:
V (0.481, -1.219, 0.216)  0.99
C (3.880, -1.877, 0.880)  -0.32
Se (2.492, -2.856, -0.060)  0.01
C (1.990, -4.153, 1.306)  -0.80
C (1.608, -3.544, 2.641)  -0.86
Se (0.059, -2.352, 2.508)  0.35
C (0.496, -1.133, 3.954)  -1.09
H (4.718, -2.541, 1.077)  0.52
H (3.499, -1.442, 1.801)  0.04
H (4.179, -1.074, 0.211)  -0.17
H (2.836, -4.827, 1.438)  0.57
H (1.178, -4.720, 0.847)  0.32
H (2.421, -2.958, 3.067)  0.41
H (1.346, -4.329, 3.349)  0.57
H (1.497, -0.732, 3.824)  0.24
H (0.409, -1.673, 4.892)  0.48
H (-0.233, -0.327, 3.925)  0.36
C (4.039, 3.199, -2.585)  -1.58
C (3.288, 1.889, -2.765)  1.64
C (4.114, 0.709, -2.271)  -1.21
C (2.872, 1.690, -4.213)  -1.76
O (2.052, 1.969, -2.016)  0.14
Si (1.731, 1.745, -0.450)  -1.82
O (1.565, 0.117, -0.155)  0.18
O (0.315, 2.402, -0.029)  0.21
C (-0.721, 3.088, -0.773)  1.80
C (-1.217, 2.187, -1.897)  -1.27
C (-0.156, 4.392, -1.316)  -1.75
C (-1.830, 3.348, 0.233)  -1.64
O (2.965, 2.285, 0.453)  0.46
C (3.031, 2.723, 1.823)  1.76
C (2.268, 1.743, 2.703)  -1.00
C (2.440, 4.122, 1.922)  -1.59
C (4.509, 2.729, 2.180)  -1.82
H (4.956, 3.194, -3.175)  0.49
H (4.299, 3.352, -1.538)  0.12
H (3.421, 4.034, -2.918)  0.36
H (5.020, 0.607, -2.869)  0.62
H (3.542, -0.217, -2.356)  0.21
H (4.412, 0.861, -1.231)  -0.02
H (3.749, 1.642, -4.859)  0.44
H (2.245, 2.520, -4.540)  0.35
H (2.308, 0.763, -4.324)  0.33
H (-0.413, 1.968, -2.600)  0.13
H (-2.023, 2.681, -2.441)  0.64
H (-1.609, 1.253, -1.487)  0.04
H (0.655, 4.197, -2.018)  0.14
H (0.224, 5.008, -0.499)  0.34
H (-0.932, 4.954, -1.836)  0.54
H (-2.199, 2.405, 0.639)  0.19
H (-2.660, 3.870, -0.244)  0.40
H (-1.462, 3.963, 1.055)  0.38
H (1.208, 1.730, 2.437)  0.21
H (2.354, 2.026, 3.753)  0.61
H (2.683, 0.740, 2.578)  -0.11
H (1.382, 4.111, 1.660)  0.09
H (2.962, 4.797, 1.244)  0.39
H (2.544, 4.506, 2.937)  0.50
H (4.928, 1.727, 2.078)  0.32
H (4.658, 3.067, 3.206)  0.42
H (5.052, 3.398, 1.513)  0.41
O (-0.467, -5.061, -1.027)  -0.67
C (-1.170, -4.106, -0.825)  -0.33
N (-2.535, -4.029, -0.848)  -0.01
C (-3.061, -2.714, -0.498)  3.66
C (-1.731, -2.018, -0.305)  0.63
O (-1.498, -0.824, 0.071)  -1.10
N (-0.698, -2.814, -0.471)  -0.42
C (-3.753, -2.683, 0.867)  -0.61
C (-4.314, -1.486, 1.308)  0.05
C (-4.891, -1.411, 2.563)  -0.99
C (-4.916, -2.529, 3.389)  -0.50
C (-4.355, -3.718, 2.954)  -0.94
C (-3.767, -3.795, 1.697)  -0.28
C (-3.890, -2.107, -1.620)  -0.19
C (-5.260, -2.339, -1.668)  -0.35
C (-6.012, -1.854, -2.727)  -0.90
C (-5.402, -1.128, -3.739)  -0.46
C (-4.036, -0.893, -3.695)  -1.02
C (-3.282, -1.384, -2.641)  -0.17
H (-3.093, -4.763, -1.252)  0.25
H (-4.303, -0.616, 0.663)  0.51
H (-5.332, -0.481, 2.897)  0.45
H (-5.378, -2.471, 4.366)  0.44
H (-4.377, -4.594, 3.589)  0.46
H (-3.327, -4.726, 1.366)  0.47
H (-5.743, -2.890, -0.871)  0.46
H (-7.077, -2.040, -2.758)  0.42
H (-5.991, -0.744, -4.561)  0.42
H (-3.556, -0.326, -4.482)  0.44
H (-2.214, -1.196, -2.624)  0.42